Entry 1:
Density functional theory data (the ωB97M-V functional and the def2-TZVPD basis) for 2 unconnected molecules or ions with the total composition C29H30NO2.

HOMO level ... -9.304 eV
Relative energy (zero: lowest compared OMol25 entry of this formula, charge and spin) ... 63.5 kcal/mol
Spin multiplicity ... 1
Net charge ... +1
Electronic energy ... -36135.5530 eV
LUMO energy ... -5.0 eV
HOMO-LUMO gap ... 4.3349 eV

Positions of all 62 atoms, in Å:
1 C 6.36 0.43 1.74
2 N 5.37 0.66 0.72
3 C 5.80 0.36 -0.63
4 C 4.10 1.06 1.00
5 C 3.74 1.56 2.29
6 C 2.47 2.03 2.51
7 C 1.48 2.05 1.48
8 C 0.24 2.69 1.72
9 C -0.62 3.20 0.75
10 C -1.89 3.87 1.03
11 C -2.43 4.35 -0.16
12 C -1.54 3.99 -1.24
13 C -0.48 3.24 -0.71
14 C 1.82 1.40 0.26
15 C 3.10 0.99 0.00
16 H 5.88 0.18 2.70
17 H 7.00 -0.41 1.43
18 H 7.00 1.30 1.90
19 H 5.35 1.05 -1.36
20 H 6.89 0.46 -0.68
21 H 5.52 -0.67 -0.92
22 H 4.50 1.60 3.07
23 H 2.23 2.46 3.49
24 H -0.03 2.89 2.76
25 H -2.31 3.96 2.03
26 H -3.35 4.91 -0.28
27 H -1.69 4.26 -2.29
28 H 0.38 2.87 -1.27
29 H 1.04 1.23 -0.47
30 H 3.34 0.60 -0.99
31 C -6.18 -1.40 -4.50
32 O -4.86 -0.86 -4.75
33 C -3.80 -1.10 -3.95
34 C -2.60 -0.42 -4.29
35 C -1.56 -0.35 -3.41
36 C -1.62 -1.04 -2.16
37 C -0.62 -0.79 -1.18
38 C -0.56 -1.41 0.10
39 C 0.69 -1.81 0.66
40 C 0.75 -2.45 1.87
41 C -0.43 -2.72 2.60
42 O -0.27 -3.45 3.74
43 C -1.39 -3.75 4.60
44 C -1.68 -2.30 2.09
45 C -1.72 -1.60 0.90
46 C -2.71 -1.94 -1.97
47 C -3.81 -1.93 -2.80
48 H -6.76 -1.02 -5.34
49 H -6.18 -2.50 -4.50
50 H -6.60 -1.01 -3.56
51 H -2.60 0.11 -5.24
52 H -0.69 0.25 -3.65
53 H 0.23 -0.21 -1.51
54 H 1.60 -1.63 0.10
55 H 1.68 -2.81 2.29
56 H -0.91 -4.18 5.48
57 H -1.96 -2.85 4.88
58 H -2.06 -4.50 4.15
59 H -2.60 -2.54 2.63
60 H -2.67 -1.19 0.56
61 H -2.68 -2.64 -1.13
62 H -4.69 -2.53 -2.58

***

Entry 2:
Density functional theory data (the ωB97M-V functional and the def2-TZVPD basis) for a molecular structure, C29H30O3P3RuS2Te.

HOMO level (alpha / beta) ... -10.105 / -10.733 eV
Relative energy (zero: lowest compared OMol25 entry of this formula, charge and spin) ... 8.9 kcal/mol
Spin multiplicity ... 5
Net charge ... +1
Electronic energy ... -96111.8256 eV
LUMO energy (alpha / beta) ... -3.0 / -4.4 eV
HOMO-LUMO gap (alpha / beta) ... 7.0667 / 6.3037 eV

Positions of all 69 atoms, in Å:
1 Ru -0.26 -1.84 -0.55
2 S 1.93 -1.04 -1.16
3 P 1.03 0.76 -0.80
4 C -0.54 0.12 -0.68
5 P -2.24 0.30 -0.69
6 S -2.68 -1.68 -0.86
7 C -2.90 1.33 -1.99
8 C -2.09 1.69 -3.07
9 C -2.61 2.48 -4.08
10 C -3.93 2.91 -4.01
11 C -4.74 2.55 -2.94
12 C -4.23 1.76 -1.92
13 C -2.77 1.00 0.88
14 C -3.05 0.16 1.96
15 C -3.27 0.71 3.21
16 C -3.19 2.09 3.39
17 C -2.90 2.92 2.32
18 C -2.69 2.38 1.06
19 C 1.54 1.48 0.77
20 C 0.83 1.22 1.93
21 C 1.28 1.72 3.15
22 C 2.44 2.48 3.19
23 C 3.15 2.75 2.03
24 C 2.70 2.25 0.82
25 C 1.42 1.98 -2.05
26 C 2.25 1.65 -3.12
27 C 2.56 2.63 -4.06
28 C 2.03 3.91 -3.93
29 C 1.20 4.23 -2.86
30 C 0.90 3.26 -1.92
31 H -1.07 1.33 -3.12
32 H -1.99 2.76 -4.92
33 H -4.33 3.53 -4.80
34 H -5.77 2.88 -2.90
35 H -4.85 1.49 -1.08
36 H -3.11 -0.91 1.80
37 H -3.51 0.07 4.05
38 H -3.36 2.51 4.37
39 H -2.85 3.99 2.46
40 H -2.48 3.03 0.22
41 H -0.08 0.63 1.89
42 H 0.72 1.53 4.05
43 H 2.79 2.87 4.14
44 H 4.05 3.34 2.07
45 H 3.25 2.47 -0.09
46 H 2.64 0.65 -3.22
47 H 3.20 2.39 -4.89
48 H 2.27 4.67 -4.67
49 H 0.79 5.23 -2.77
50 H 0.26 3.51 -1.07
51 C 3.89 -2.79 1.34
52 C 3.16 -4.10 1.28
53 O 2.27 -4.12 0.14
54 P 0.71 -4.30 0.24
55 O 0.08 -3.90 -1.08
56 Te -0.13 -2.82 1.98
57 O 0.39 -5.81 0.51
58 C 0.86 -6.58 1.65
59 C 0.07 -7.86 1.70
60 H 4.59 -2.80 2.17
61 H 3.19 -1.96 1.48
62 H 4.45 -2.62 0.41
63 H 2.60 -4.26 2.20
64 H 3.85 -4.94 1.15
65 H 0.70 -5.99 2.56
66 H 1.92 -6.76 1.53
67 H -1.00 -7.65 1.73
68 H 0.34 -8.42 2.60
69 H 0.28 -8.47 0.83

***

Entry 3:
Density functional theory data (the ωB97M-V functional and the def2-TZVPD basis) for a molecular structure, C29H31As2FeN5O4S.

HOMO level (alpha / beta) ... -8.069 / -8.072 eV
Relative energy (zero: lowest compared OMol25 entry of this formula, charge and spin) ... 4.3 kcal/mol
Spin multiplicity ... 1
Electronic energy ... -213119.8541 eV
LUMO energy (alpha / beta) ... 0.5 / 0.5 eV
HOMO-LUMO gap (alpha / beta) ... 8.6032 / 8.6062 eV

Positions of all 73 atoms, in Å:
1 Fe -0.44 0.65 0.37
2 O -3.11 -2.55 0.50
3 C -2.48 -1.49 0.54
4 O -1.72 -0.98 -0.35
5 C -2.58 -0.63 1.79
6 C -3.44 -0.82 2.86
7 C -3.40 0.07 3.91
8 C -2.51 1.14 3.89
9 C -1.68 1.27 2.79
10 N -1.73 0.39 1.79
11 C -0.69 2.39 2.54
12 O -0.41 3.18 3.42
13 O -0.23 2.40 1.32
14 H -4.12 -1.67 2.83
15 H -4.06 -0.05 4.76
16 H -2.44 1.87 4.68
17 C 2.86 1.61 -1.55
18 As 0.95 1.27 -1.48
19 C 0.76 0.25 -3.13
20 C 0.23 2.98 -2.11
21 C 0.99 3.92 -2.79
22 C 0.40 5.10 -3.23
23 C -0.95 5.34 -3.00
24 C -1.71 4.40 -2.33
25 C -1.13 3.22 -1.88
26 As -2.07 1.83 -0.91
27 C -3.40 2.80 0.11
28 C -3.16 1.04 -2.30
29 H 3.19 1.70 -2.59
30 H 3.38 0.78 -1.07
31 H 3.09 2.52 -1.00
32 H 1.04 0.87 -3.98
33 H -0.27 -0.09 -3.23
34 H 1.40 -0.63 -3.07
35 H 2.04 3.75 -2.98
36 H 1.00 5.84 -3.75
37 H -1.40 6.26 -3.34
38 H -2.76 4.59 -2.15
39 H -4.09 3.33 -0.55
40 H -2.90 3.52 0.76
41 H -3.96 2.09 0.72
42 H -3.76 1.80 -2.79
43 H -3.80 0.28 -1.85
44 H -2.52 0.55 -3.03
45 N 2.33 1.85 1.63
46 C 2.12 0.55 1.95
47 N 1.08 -0.15 1.59
48 C 1.20 -1.46 2.09
49 C 0.30 -2.51 1.90
50 C 0.58 -3.75 2.44
51 C 1.75 -3.98 3.17
52 C 2.66 -2.96 3.36
53 C 2.37 -1.72 2.81
54 S 3.34 -0.28 2.87
55 H 1.47 2.39 1.47
56 H 3.03 2.33 2.18
57 H -0.57 -2.36 1.29
58 H -0.13 -4.55 2.28
59 H 1.94 -4.96 3.58
60 H 3.57 -3.12 3.91
61 N 2.70 -5.85 -1.65
62 C 2.16 -4.60 -1.46
63 C 2.96 -3.53 -1.04
64 C 2.35 -2.31 -0.81
65 N 1.05 -2.07 -0.97
66 C 0.30 -3.10 -1.38
67 C 0.80 -4.36 -1.63
68 H 3.70 -5.92 -1.77
69 H 2.16 -6.51 -2.18
70 H 4.02 -3.65 -0.87
71 H 2.95 -1.47 -0.46
72 H -0.76 -2.89 -1.47
73 H 0.14 -5.15 -1.95

***

Entry 4:
Density functional theory data (the ωB97M-V functional and the def2-TZVPD basis) for a molecular structure, C29H31Ge2N4O11Pt.

HOMO level (alpha / beta) ... -10.875 / -10.571 eV
Relative energy (zero: lowest compared OMol25 entry of this formula, charge and spin) ... 79.8 kcal/mol
Spin multiplicity ... 1
Net charge ... +1
Electronic energy ... -175319.2725 eV
LUMO energy (alpha / beta) ... -6.2 / -7.1 eV
HOMO-LUMO gap (alpha / beta) ... 4.6559 / 3.4479 eV

Positions of all 78 atoms, in Å:
1 Pt 0.94 1.15 -0.22
2 O 1.41 3.68 2.82
3 C 1.32 2.74 2.09
4 O 1.08 2.81 0.78
5 C 1.45 1.36 2.61
6 C 2.00 1.01 3.83
7 C 2.12 -0.33 4.13
8 C 1.66 -1.29 3.23
9 C 1.10 -0.87 2.05
10 N 1.02 0.44 1.77
11 C 0.55 -1.81 1.03
12 O 0.42 -2.98 1.23
13 O 0.19 -1.15 -0.07
14 H 2.32 1.80 4.50
15 H 2.59 -0.64 5.05
16 H 1.73 -2.35 3.42
17 C 1.40 3.06 -2.86
18 C -0.03 3.37 -2.39
19 Ge -0.94 1.91 -1.47
20 C -2.56 2.58 -0.68
21 C -3.39 1.52 0.06
22 C -1.49 0.67 -2.88
23 C -1.56 -0.65 -3.03
24 Ge -0.45 -1.90 -1.71
25 C -2.19 -2.27 -0.67
26 C -3.04 -3.42 -1.17
27 C 0.76 -3.40 -1.81
28 C 0.60 -4.46 -2.90
29 C -2.33 -1.45 -4.00
30 C -3.27 -0.78 -4.80
31 C -3.94 -1.46 -5.80
32 C -3.73 -2.82 -6.00
33 C -2.83 -3.50 -5.19
34 C -2.14 -2.81 -4.20
35 H 1.87 3.95 -3.29
36 H 1.41 2.28 -3.62
37 H 2.04 2.74 -2.03
38 H -0.66 3.66 -3.23
39 H -0.03 4.18 -1.65
40 H -3.11 3.03 -1.50
41 H -2.25 3.37 0.01
42 H -3.85 0.82 -0.64
43 H -4.20 1.99 0.62
44 H -2.79 0.95 0.77
45 H -1.84 1.30 -3.72
46 H -2.73 -1.32 -0.64
47 H -1.73 -2.48 0.30
48 H -3.53 -3.21 -2.11
49 H -3.82 -3.62 -0.43
50 H -2.46 -4.34 -1.28
51 H 0.59 -3.83 -0.82
52 H 1.75 -2.95 -1.82
53 H -0.32 -5.04 -2.78
54 H 1.43 -5.16 -2.84
55 H 0.61 -4.03 -3.90
56 H -3.46 0.27 -4.65
57 H -4.64 -0.92 -6.44
58 H -4.25 -3.35 -6.78
59 H -2.66 -4.56 -5.32
60 H -1.42 -3.36 -3.60
61 O 7.14 0.22 -4.03
62 N 6.17 0.09 -4.75
63 O 6.17 0.12 -5.96
64 C 4.87 -0.10 -4.08
65 C 3.73 -0.24 -4.83
66 C 2.52 -0.40 -4.19
67 C 2.37 -0.34 -2.79
68 O 1.22 -0.24 -2.15
69 C 3.60 -0.30 -2.11
70 C 4.83 -0.18 -2.70
71 N 3.50 -0.40 -0.65
72 O 3.47 -1.48 -0.13
73 O 3.35 0.68 -0.06
74 N 1.36 -0.67 -5.05
75 O 0.52 -1.42 -4.61
76 O 1.32 -0.15 -6.14
77 H 3.78 -0.23 -5.91
78 H 5.75 -0.13 -2.12

***

Entry 5:
Density functional theory data (the ωB97M-V functional and the def2-TZVPD basis) for a molecular structure, C29H31N3O2PdS3.

HOMO level (alpha / beta) ... -14.070 / -14.069 eV
Relative energy (zero: lowest compared OMol25 entry of this formula, charge and spin) ... 0.0 kcal/mol
Spin multiplicity ... 3
Net charge ... +2
Electronic energy ... -75113.5611 eV
LUMO energy (alpha / beta) ... -6.1 / -8.0 eV
HOMO-LUMO gap (alpha / beta) ... 7.9419 / 6.1112 eV

Positions of all 69 atoms, in Å:
1 Pd 0.09 0.43 -0.20
2 C 4.17 1.97 -1.66
3 O 3.20 3.06 -1.46
4 C 2.16 2.52 -0.87
5 N 2.20 1.29 -0.51
6 C 3.49 0.74 -0.99
7 C 3.26 -0.44 -1.91
8 C 2.12 -0.52 -2.69
9 C 1.91 -1.62 -3.53
10 C 2.86 -2.63 -3.59
11 C 4.02 -2.53 -2.82
12 C 4.21 -1.45 -1.98
13 C 0.94 3.33 -0.72
14 C 0.88 4.71 -0.75
15 C -0.38 5.30 -0.63
16 C -1.51 4.50 -0.51
17 C -1.34 3.12 -0.52
18 N -0.14 2.57 -0.60
19 C -2.45 2.15 -0.52
20 N -2.31 0.88 -0.50
21 C -3.68 0.33 -0.81
22 C -4.58 1.55 -0.57
23 O -3.65 2.68 -0.64
24 C -4.06 -0.91 -0.03
25 C -5.28 -1.04 0.61
26 C -5.63 -2.23 1.24
27 C -4.76 -3.31 1.22
28 C -3.56 -3.21 0.54
29 C -3.21 -2.02 -0.09
30 H 5.10 2.27 -1.19
31 H 4.31 1.84 -2.72
32 H 4.07 0.41 -0.13
33 H 1.39 0.28 -2.69
34 H 1.02 -1.67 -4.14
35 H 2.71 -3.48 -4.24
36 H 4.77 -3.31 -2.87
37 H 5.11 -1.39 -1.37
38 H 1.78 5.29 -0.87
39 H -0.47 6.38 -0.63
40 H -2.50 4.92 -0.45
41 H -3.69 0.08 -1.87
42 H -5.04 1.57 0.41
43 H -5.33 1.70 -1.34
44 H -5.99 -0.23 0.63
45 H -6.58 -2.31 1.74
46 H -5.04 -4.24 1.71
47 H -2.90 -4.07 0.47
48 H -2.31 -1.97 -0.68
49 C 2.40 0.16 3.28
50 C 0.97 0.60 3.59
51 S -0.24 0.82 2.25
52 C -1.32 -0.63 2.37
53 C -0.64 -1.94 1.99
54 S 0.05 -1.94 0.30
55 C 1.73 -2.61 0.55
56 C 2.74 -1.69 1.20
57 S 2.67 -1.61 3.01
58 H 3.00 0.41 4.16
59 H 2.82 0.73 2.45
60 H 0.98 1.58 4.05
61 H 0.50 -0.10 4.28
62 H -2.15 -0.40 1.71
63 H -1.71 -0.68 3.38
64 H -1.38 -2.75 2.04
65 H 0.18 -2.16 2.67
66 H 2.06 -2.89 -0.46
67 H 1.58 -3.53 1.11
68 H 2.60 -0.68 0.84
69 H 3.74 -2.00 0.90

***

Entry 6:
Density functional theory data (the ωB97M-V functional and the def2-TZVPD basis) for a molecular structure, C29H31N5Pt.

HOMO level (alpha / beta) ... -5.401 / -6.568 eV
Relative energy (zero: lowest compared OMol25 entry of this formula, charge and spin) ... 36.7 kcal/mol
Spin multiplicity ... 3
Electronic energy ... -41269.7483 eV
LUMO energy (alpha / beta) ... 0.1 / -0.1 eV
HOMO-LUMO gap (alpha / beta) ... 5.5319 / 6.4818 eV

Positions of all 66 atoms, in Å:
1 Pt 0.26 0.10 -0.29
2 C -0.94 1.52 -2.92
3 C -2.21 0.73 -2.61
4 C -2.75 0.69 -1.18
5 N -1.87 0.06 -0.22
6 C -2.36 -0.32 0.94
7 C -3.71 -0.05 1.33
8 C -4.51 -0.64 2.28
9 C -4.26 -1.71 3.13
10 C -3.03 -2.31 3.31
11 C -1.79 -1.98 2.79
12 C -1.39 -0.98 1.87
13 N -0.13 -0.66 1.69
14 C 0.92 -1.33 2.43
15 C 2.32 -0.73 2.22
16 C 2.87 -0.79 0.79
17 N 2.31 0.27 -0.02
18 C 2.81 1.49 0.02
19 C 4.03 1.82 0.66
20 C 4.84 2.93 0.54
21 C 4.70 4.07 -0.25
22 C 3.58 4.40 -1.00
23 C 2.36 3.76 -1.11
24 C 1.91 2.55 -0.54
25 N 0.64 2.21 -0.49
26 C -0.44 3.09 -0.90
27 C -0.82 2.95 -2.38
28 H -0.06 0.95 -2.61
29 H -0.86 1.57 -4.01
30 H -3.03 1.15 -3.22
31 H -2.07 -0.30 -2.95
32 H -3.00 1.71 -0.86
33 H -3.70 0.14 -1.21
34 H -4.18 0.74 0.76
35 H -5.52 -0.24 2.33
36 H -5.09 -2.08 3.72
37 H -3.01 -3.15 4.00
38 H -0.97 -2.59 3.17
39 H 0.70 -1.30 3.50
40 H 0.96 -2.39 2.15
41 H 2.32 0.31 2.56
42 H 3.00 -1.29 2.88
43 H 3.97 -0.77 0.80
44 H 2.59 -1.74 0.32
45 H 4.42 1.06 1.32
46 H 5.76 2.89 1.12
47 H 5.53 4.77 -0.25
48 H 3.66 5.33 -1.56
49 H 1.62 4.29 -1.70
50 H -1.29 2.83 -0.27
51 H -0.20 4.14 -0.69
52 H -1.76 3.50 -2.54
53 H -0.06 3.46 -2.97
54 N 0.07 -2.32 -0.87
55 C -0.21 -3.32 -0.38
56 C -0.56 -4.56 0.26
57 C -1.86 -4.75 0.72
58 C -2.19 -5.94 1.35
59 C -1.24 -6.93 1.53
60 C 0.06 -6.73 1.08
61 C 0.40 -5.55 0.44
62 H -2.59 -3.97 0.59
63 H -3.20 -6.09 1.71
64 H -1.50 -7.85 2.02
65 H 0.81 -7.50 1.22
66 H 1.41 -5.38 0.08

***

Entry 7:
Density functional theory data (the ωB97M-V functional and the def2-TZVPD basis) for a molecular structure, C29H32AgN2O2P2S2.

HOMO level ... -4.433 eV
Relative energy (zero: lowest compared OMol25 entry of this formula, charge and spin) ... 0.0 kcal/mol
Spin multiplicity ... 1
Net charge ... -1
Electronic energy ... -81919.7884 eV
LUMO energy ... 2.4 eV
HOMO-LUMO gap ... 6.8664 eV

Positions of all 70 atoms, in Å:
1 Ag 2.20 0.22 0.28
2 O 3.33 2.94 0.70
3 C 2.36 2.36 0.20
4 C 1.37 3.27 -0.53
5 C 1.79 4.54 -0.91
6 C 0.95 5.39 -1.61
7 C -0.34 4.97 -1.92
8 C -0.77 3.71 -1.53
9 C 0.07 2.84 -0.84
10 P -0.45 1.15 -0.33
11 C -0.70 1.42 1.47
12 C -0.47 0.34 2.32
13 C -0.62 0.49 3.70
14 C -1.00 1.71 4.23
15 C -1.21 2.79 3.39
16 C -1.06 2.65 2.02
17 C -2.17 1.09 -0.96
18 C -3.31 1.30 -0.18
19 C -4.58 1.17 -0.74
20 C -4.72 0.84 -2.08
21 C -3.59 0.63 -2.86
22 C -2.33 0.74 -2.30
23 H 2.79 4.83 -0.65
24 H 1.29 6.37 -1.91
25 H -1.01 5.62 -2.47
26 H -1.78 3.40 -1.77
27 H -0.17 -0.60 1.90
28 H -0.43 -0.36 4.35
29 H -1.10 1.82 5.31
30 H -1.49 3.76 3.81
31 H -1.21 3.51 1.37
32 H -3.21 1.54 0.87
33 H -5.45 1.32 -0.12
34 H -5.71 0.74 -2.52
35 H -3.69 0.36 -3.91
36 H -1.45 0.55 -2.90
37 C -3.47 -3.37 1.67
38 P -1.85 -3.06 0.90
39 C -0.65 -3.31 2.23
40 C -1.60 -4.45 -0.21
41 O -1.79 -1.73 0.26
42 H -3.50 -4.35 2.16
43 H -4.24 -3.33 0.90
44 H -3.66 -2.59 2.41
45 H -0.69 -4.34 2.60
46 H -0.88 -2.63 3.05
47 H 0.35 -3.09 1.85
48 H -1.79 -5.40 0.30
49 H -0.58 -4.44 -0.58
50 H -2.28 -4.35 -1.06
51 S 2.57 -2.12 0.66
52 C 1.87 -2.96 -0.72
53 C 0.95 -2.37 -1.60
54 C 0.45 -3.08 -2.69
55 C 0.83 -4.39 -2.92
56 C 1.72 -4.99 -2.04
57 C 2.23 -4.29 -0.96
58 H 0.62 -1.36 -1.42
59 H -0.26 -2.59 -3.35
60 H 0.43 -4.94 -3.77
61 H 2.03 -6.02 -2.20
62 H 2.93 -4.77 -0.29
63 N 6.18 3.01 0.07
64 C 6.43 1.68 0.13
65 N 5.51 0.96 0.80
66 S 7.82 1.01 -0.53
67 H 5.25 3.34 0.26
68 H 6.80 3.54 -0.52
69 H 4.63 1.40 1.04
70 H 5.54 -0.04 0.71

***

Which value of electronic energy does entry 7 give? -81919.7884 eV

***

Which value of electronic energy does entry 4 give? -175319.2725 eV

***

relative energy (zero: lowest compared OMol25 entry of this formula, charge and spin) of number 2 (C29H30O3P3RuS2Te)? 8.9 kcal/mol